ORCA calculation (wB97M-V/def2-TZVPD) on a 9-piece molecular cluster, C56H131N9O9 overall in a non-equilibrium geometry.

```
205
C56H131N9O9, DFT wB97M-V/def2-TZVPD
H 10.0159 10.7164 14.6211
H 21.2995 15.0245 13.2471
C 22.9728 9.7383 8.3520
H 19.0842 8.6854 15.1977
H 17.5460 17.8099 10.4919
H 17.3900 15.5927 12.6151
H 21.1179 17.7443 11.0974
C 19.3765 13.3132 17.4793
O 14.5402 16.5595 14.4444
H 20.8538 16.0245 11.7503
H 23.7499 17.8273 11.7190
H 16.8209 8.1873 6.3701
C 18.8704 14.0741 10.7543
H 23.5586 10.2352 12.0654
H 21.9081 19.6029 12.5999
H 21.2463 10.9191 7.7552
H 17.9733 13.2571 15.2416
C 23.5437 10.5733 13.1300
H 25.5768 15.1527 11.6885
H 13.9014 13.6416 12.8108
H 14.6620 13.4311 11.1387
C 20.5030 19.2402 14.3300
H 16.1880 18.3749 7.8991
H 24.0590 17.3246 13.4014
H 21.8573 16.6080 17.0983
H 20.3413 20.2807 14.5328
C 21.1089 16.1124 16.5288
H 18.4125 10.4716 11.0208
C 20.4629 11.9096 14.7656
H 16.7068 6.7432 7.2873
N 19.3633 10.8939 16.7515
H 22.6959 11.2784 13.1491
H 16.3397 12.5322 15.0135
C 20.7307 16.8753 15.2132
H 17.9868 17.3241 6.9873
H 23.1120 12.4269 7.3637
O 17.0226 13.6012 12.3493
C 23.4413 17.1897 12.5373
C 22.0019 10.9492 8.5648
C 18.3061 8.3044 10.3547
H 17.4844 9.2915 12.0298
H 23.5666 12.3023 9.0642
H 17.6946 12.1316 19.4723
H 19.3714 13.8389 16.5148
H 22.0774 13.0885 8.5686
H 10.3873 9.9599 13.1952
C 20.9344 17.1152 11.9916
H 25.4924 9.0622 13.0853
H 25.5489 9.4938 14.8532
H 20.7583 9.2646 15.3881
N 19.8285 13.8068 11.8520
C 18.0017 11.1370 14.7132
C 24.8883 11.0302 13.5903
H 19.9772 17.3519 12.3877
H 9.5979 11.5599 13.1059
H 26.9246 13.9800 11.7994
H 23.4864 16.1074 12.2495
H 23.4698 14.0658 10.9903
H 24.3852 11.0782 15.6583
H 20.3445 14.3479 9.2121
H 25.8544 11.8908 15.2458
C 25.8078 9.7980 13.8393
H 19.8306 12.6695 9.4817
H 13.3448 10.3642 10.0142
H 14.2918 16.2364 16.4981
C 16.3781 7.7892 7.3043
H 10.7219 11.4464 10.7210
H 18.9248 13.9758 18.2318
N 21.8338 16.6794 14.2726
H 12.9404 14.0993 11.4611
C 14.6905 15.8005 15.5831
C 16.2909 19.4705 13.0285
H 14.9720 18.3786 15.3005
H 14.5660 11.5981 9.8589
O 16.8074 8.6057 8.4129
H 16.7202 12.8738 17.4736
H 17.3654 10.2784 14.9828
H 17.6397 12.3204 10.7755
C 19.4202 10.8877 15.2835
O 15.9516 15.4932 7.5405
H 18.8584 13.8379 8.5606
C 18.1868 8.3492 8.8342
H 15.9524 20.2664 13.6509
H 15.8731 17.5198 12.4583
H 24.8248 10.8967 11.0774
H 20.7958 9.9392 17.5901
H 25.7062 13.8884 10.4534
C 18.5984 11.9920 17.4625
H 26.8950 10.0526 13.7220
H 23.7118 7.8724 10.1607
C 17.2050 12.1184 16.8881
C 21.9617 17.5049 13.0518
N 12.0519 11.5030 12.1154
H 17.3119 19.2444 13.1759
C 20.5871 18.3228 15.5691
H 18.5652 7.4325 8.3869
H 14.8283 10.5963 14.5669
C 15.3235 17.6970 14.5189
H 14.2216 14.8271 15.4636
H 17.9694 10.4903 19.0036
C 16.5699 14.9131 12.5779
C 24.1071 13.1223 14.8301
H 24.4314 14.9853 13.6584
H 11.1257 13.1999 15.0350
C 17.8173 9.5633 11.0324
H 16.7658 13.7634 10.3262
C 24.4287 8.5529 9.7078
H 14.3331 12.2919 14.3826
H 19.6975 8.1130 11.6965
H 24.1730 13.6544 15.7995
H 19.7716 18.4241 16.2906
C 17.3420 12.3786 15.3627
H 16.2874 19.8257 12.0047
H 19.3306 11.4175 19.5551
C 11.4890 13.1155 13.9811
C 19.4752 13.6762 9.4380
H 15.1366 13.8642 6.5603
C 22.7213 12.2657 8.3908
H 21.4961 11.7431 15.1598
C 17.5463 13.4063 11.0333
H 15.8472 15.2097 11.8384
H 20.9771 9.9234 10.0401
C 13.4036 11.8884 11.6280
H 14.3292 10.1283 12.2437
C 12.7302 10.8897 14.2855
H 20.2994 12.9403 14.9957
C 23.5788 13.2810 11.7390
H 16.5547 15.6965 9.5800
C 18.0935 17.4844 8.0287
C 19.8338 9.4541 14.8437
H 15.0380 16.4262 9.0637
H 20.2512 15.9403 17.1985
H 18.6682 16.0780 15.6118
H 12.6045 9.8188 14.0173
H 25.1916 8.6989 10.4374
C 25.8502 14.1319 11.5128
H 18.0587 11.2536 13.6108
H 12.9288 12.0601 9.4968
H 16.7763 9.8202 10.6544
H 19.2572 13.8233 12.6808
C 19.3235 16.2674 14.6857
H 21.4660 15.1645 16.0747
H 19.9633 7.0726 10.3658
H 22.2207 10.7573 10.5774
N 16.8777 18.3715 9.9282
C 24.8748 13.9567 13.7421
H 22.4633 8.7988 8.4183
H 18.8279 9.2061 8.4640
O 20.6561 10.8763 17.3160
C 24.9500 13.3311 12.4145
H 20.4158 13.2175 17.7150
H 16.3095 17.3288 14.8162
H 24.8186 7.9907 8.8721
N 14.1925 18.5865 12.4120
H 15.3842 11.5453 12.2990
H 18.6674 16.9293 14.1136
C 10.3488 10.9517 13.6143
O 21.9381 15.3467 13.9027
H 18.5328 16.5747 8.4061
C 24.7914 11.7754 14.9204
H 15.7154 15.6126 15.7873
C 13.5358 11.4473 10.1900
N 19.7094 7.9924 10.6840
H 19.4926 15.3361 14.1770
H 16.1030 14.8740 13.5380
C 15.4139 18.3232 13.1132
H 13.7426 19.3722 12.8143
O 11.0575 12.2020 11.2603
N 21.4136 10.8413 9.9124
H 17.6795 7.4607 10.5963
H 12.3855 13.7745 13.9077
H 22.6742 19.1679 14.0933
C 14.1515 11.2876 14.0164
C 18.4027 11.4944 18.9441
H 14.0292 14.7422 7.7200
H 23.3981 9.7174 7.2836
H 23.5457 12.3673 11.1347
H 15.2728 7.8111 7.2483
C 14.4028 11.1519 12.5568
H 23.1886 9.6608 13.6628
H 13.5577 17.8144 12.2290
H 20.2392 12.8923 11.7013
H 16.0534 18.5713 10.4461
H 18.6988 15.1903 10.7451
C 15.0621 14.4255 7.5188
H 15.3358 13.5629 8.2130
H 19.5742 19.0827 13.7081
H 20.0975 9.2610 13.8353
C 13.7384 13.3948 11.7654
H 18.6633 18.3528 8.2496
C 16.0572 16.2477 8.7290
H 10.8242 13.5567 13.2530
H 21.4959 18.6319 16.0641
H 25.9119 14.0190 14.1085
H 16.7182 11.1760 17.0905
C 16.7209 17.6917 8.6134
N 25.5324 11.9690 12.5509
C 21.7858 18.9498 13.4875
O 25.6509 11.2536 11.3840
H 23.1016 12.9552 14.5396
C 11.6837 11.6318 13.5044
O 23.9869 9.8207 9.3028
H 12.5596 10.8811 15.3692
H 22.6934 13.3178 12.3591
H 20.6030 11.9134 13.6792
```

* charge: 0
* SMILES: CC1(C)CCCC(C)(C)N1O.CC1(C)CCCC(C)(C)N1O.CC1(C)CCCC(C)(C)N1O.CC1(C)CCCC(C)(C)N1O.COC[C@H](C)N.COC[C@H](C)N.COC[C@H](C)N.COC[C@H](C)N.COC[C@H](C)N
* strongest force on any atom: 3.8 eV/A
* 2S+1: 1
* frontier orbital gap: 8.6 eV
* highest occupied orbital energy: -8.120 eV
* calculated total energy: -3381.903434 a.u.
* ΔE to the lowest compared entry with this formula, charge and spin: 1.848 eV

Here are the Mulliken charges for atoms 1 to 5, given in e: number 1, H, carries 0.381; number 2, H, carries -0.541; number 3, C, carries -1.209; number 4, H, carries 0.356; number 5, H, carries -0.096